C34H94O29S13 | wB97M-V/def2-TZVPD

Structure (XYZ):
```
170
Properties=species:S:1:pos:R:3
C 0.16598 -0.74230 -4.41370
S 1.13048 -0.99100 -5.96472
O 2.20094 0.05893 -6.05762
C 1.85715 -2.63976 -5.59443
H -0.70486 -1.35761 -4.33355
H -0.10840 0.31697 -4.52533
H 0.76584 -0.85813 -3.48091
H 0.93365 -3.24091 -5.57687
H 2.31943 -2.70236 -4.59939
H 2.50206 -2.87242 -6.39861
C 6.85688 0.35989 0.55278
S 6.05188 -0.85854 -0.56216
O 6.80540 -2.13617 -0.52899
C 4.63045 -1.15775 0.50682
H 7.83464 0.52719 0.08132
H 7.15062 -0.18008 1.49334
H 6.33304 1.37241 0.68752
H 5.00948 -1.73708 1.39256
H 4.03367 -1.90486 -0.00648
H 4.14901 -0.21519 0.69509
C 4.73163 -4.70601 0.10547
S 4.05444 -4.52805 -1.54426
O 3.63984 -3.05961 -1.72269
C 5.62651 -4.73445 -2.50982
H 5.51086 -3.92919 0.26205
H 5.08247 -5.73112 0.17209
H 3.91463 -4.59647 0.77389
H 5.41352 -4.78427 -3.55162
H 6.17702 -5.57776 -2.10080
H 6.11075 -3.78444 -2.24789
C 4.35388 -0.48088 4.37479
S 3.27916 -1.46168 5.35372
O 2.01049 -0.74449 5.32915
C 3.02654 -2.73113 4.07986
H 4.78479 0.31111 4.97447
H 3.77493 -0.17612 3.53932
H 5.18558 -1.19016 4.10035
H 2.20670 -3.37759 4.41782
H 3.86660 -3.44237 3.85472
H 2.60345 -2.16675 3.17842
C -3.32917 -5.00710 5.22745
S -1.87266 -4.91699 4.10982
O -2.31896 -4.25263 2.81407
C -1.11953 -3.53714 5.05390
H -4.15606 -5.57516 4.71563
H -3.57228 -3.96999 5.36516
H -3.09734 -5.37654 6.18463
H -0.07975 -3.50105 4.75314
H -1.25297 -3.70797 6.11236
H -1.65370 -2.62473 4.79949
O 3.65939 1.77806 1.52061
S 3.73296 3.13184 1.03530
O 4.53078 4.10050 1.79560
O 4.30361 2.87914 -0.49518
C 4.90341 4.00021 -1.19041
C 6.38657 3.68024 -1.15104
C 2.16818 3.93306 0.74584
H 4.65724 4.91307 -0.64336
H 4.36573 4.03309 -2.13391
H 6.61450 2.74162 -1.64083
H 6.69661 3.74586 -0.09940
H 6.93073 4.43271 -1.72635
H 2.32961 4.60151 -0.08023
H 1.97778 4.45827 1.64815
H 1.37319 3.23769 0.48060
O 0.40421 3.62517 -3.77836
S 1.79871 3.53201 -4.08874
O 2.68540 4.55647 -3.62497
O 2.26513 2.19886 -3.48933
C 3.58822 1.63359 -3.81478
C 3.71302 0.47660 -2.92633
C 1.97767 3.34036 -5.86220
H 4.34831 2.44098 -3.59914
H 3.44867 1.29072 -4.83962
H 3.58538 0.72439 -1.87068
H 4.68104 0.12614 -3.05609
H 2.98358 -0.28407 -3.27436
H 1.49921 4.15794 -6.36947
H 1.68956 2.33443 -6.06565
H 3.02584 3.52240 -6.05361
O -3.41697 2.36260 2.67021
S -3.89646 2.29133 1.37181
O -3.67197 1.13209 0.60271
O -5.48220 2.53605 1.67818
C -6.24943 2.41478 0.52713
C -7.59584 2.99448 0.76128
C -3.29970 3.69113 0.48174
H -6.25130 1.34853 0.27211
H -5.80978 2.94040 -0.31360
H -8.09433 2.49411 1.62632
H -8.31825 2.80040 -0.03706
H -7.62992 4.08870 1.03954
H -4.05723 4.01598 -0.29035
H -2.30617 3.40341 0.05618
H -3.26882 4.43702 1.22930
O 1.91566 -6.92473 1.08085
S 0.97696 -5.83334 1.15696
O 1.18022 -4.82071 2.16443
O 1.26552 -5.01043 -0.15582
C 0.58391 -3.66534 -0.23041
C 0.30510 -3.25148 -1.68554
C -0.43525 -6.32434 1.18146
H 1.38745 -3.03763 0.14077
H -0.26367 -3.73021 0.42528
H -0.34463 -2.40790 -1.72205
H -0.37832 -3.98521 -2.22253
H 1.27625 -3.17853 -2.20342
H -0.54417 -6.84009 2.17265
H -0.52694 -7.11726 0.43445
H -1.25700 -5.64380 1.17190
O -4.50475 -1.15701 5.98992
S -4.33971 0.21625 6.28571
O -4.25576 0.81086 7.59096
O -2.98987 0.63962 5.49228
C -2.28289 1.81063 5.91112
C -1.03599 1.49274 6.69419
C -5.55274 1.12261 5.40618
H -2.95030 2.46677 6.49405
H -2.07555 2.30234 5.00319
H -1.26010 1.02150 7.65848
H -0.52644 2.41927 6.96457
H -0.42377 0.78212 6.14493
H -6.52285 1.10033 5.89095
H -5.57880 0.78753 4.36147
H -5.22519 2.16936 5.29978
O -3.17044 -1.66634 -3.72288
S -4.32313 -1.68652 -2.82722
O -5.47045 -2.43579 -3.31780
O -3.81230 -2.25890 -1.47555
C -4.68104 -2.26463 -0.31207
C -3.82285 -2.80071 0.84944
C -4.75381 -0.04974 -2.34610
H -5.53203 -2.85591 -0.62102
H -5.03174 -1.32488 -0.04137
H -3.11148 -1.97961 0.99197
H -3.34642 -3.77082 0.65926
H -4.34385 -2.98158 1.79184
H -3.99798 0.42182 -1.72616
H -5.74445 -0.14238 -1.85639
H -4.98071 0.41191 -3.30944
O -1.10171 0.36097 -1.57842
S -0.33651 0.62282 -0.40929
O -0.41679 1.95240 0.14386
O -0.56668 -0.58237 0.54445
C 0.03156 -0.49750 1.90818
C -0.90206 0.02479 2.91783
C 1.40245 0.51773 -0.76278
H 0.87938 0.18297 1.83245
H 0.29377 -1.52925 2.08023
H -1.24752 1.00435 2.61868
H -0.41084 0.13485 3.85972
H -1.79018 -0.55297 3.15340
H 1.64912 -0.42157 -1.26685
H 1.97844 0.61092 0.16496
H 1.51115 1.33777 -1.43879
O -4.23273 4.90931 -2.79007
S -4.39154 3.83099 -3.74836
O -5.50282 2.95100 -3.50519
O -4.56419 4.44625 -5.19060
C -3.85346 5.73760 -5.39611
C -2.36858 5.73487 -5.51570
C -2.94347 2.81003 -3.98301
H -4.28146 6.33507 -4.60459
H -4.35749 6.15291 -6.28464
H -2.01561 6.74482 -5.77046
H -2.04997 5.17939 -6.37013
H -1.74910 5.38801 -4.70297
H -2.56734 2.59965 -2.95948
H -2.09414 3.26787 -4.47261
H -3.28991 1.94207 -4.47595
```

Max |F|   13.4 eV/A
Kohn-Sham gap   9.155 eV